C9H27AsBrClN3O2P2 | the ωB97M-V functional and the def2-TZVPD basis

Values from the calculation:
- HOMO level: -0.1306 Eh
- Charge: -1
- E_tot: -6626.467197 hartree
- Orbital gap: 0.238 hartree

Each line ends with the natural charge from an NBO analysis.
Positions of all 46 atoms, in Å:
H -2.18696 -0.62827 -0.49425  0.48
H 0.23679 -1.74211 -0.13006  0.20
C 3.73908 -0.71129 1.46027  -0.62
H -2.00243 1.88926 2.17219  0.20
C -0.80582 0.37986 1.23299  -0.79
H -2.54595 1.57083 0.55294  0.26
H 3.79553 -1.78957 1.58272  0.20
H 2.56576 -0.95441 -1.38345  0.21
H 2.50322 -3.66202 -1.92873  0.22
Br -2.77227 2.72584 -1.91234  -0.29
H 1.07076 0.99220 -3.46809  -0.06
H 2.53171 3.64462 -2.61183  0.34
N 1.59273 3.27379 -2.70993  -1.33
H -0.93277 -0.70490 1.30045  0.19
H -4.86643 -0.88532 -0.33329  0.19
O -4.48097 0.35278 1.26338  -0.55
C -5.07377 -0.80507 0.73623  -0.24
As 0.27064 0.89665 -0.41525  1.32
H 4.36407 -0.28009 2.24358  0.20
N 1.93455 0.82906 0.62423  -1.03
H 0.93337 3.20071 0.00513  0.36
H 1.32250 -3.54761 -0.63594  0.20
H 2.74187 1.20668 0.15114  0.36
H -0.33709 -1.36501 -1.72791  0.23
H -6.15405 -0.75030 0.87523  0.17
H -3.49102 0.45628 3.02752  0.16
H -2.96222 -0.85625 1.98560  0.15
N 0.01470 2.76787 0.01185  -1.17
Cl 1.64043 -1.71875 -3.40600  -0.11
H 1.59339 -1.03319 1.55834  0.17
C 1.75349 -1.64281 -1.60264  -0.19
C 2.29227 -0.19479 1.57951  -0.21
O -2.61907 -0.25048 -1.26523  -1.02
C 0.44930 -1.13337 -1.00742  -0.79
C -3.27308 0.19362 1.98762  -0.05
H 2.91210 1.18816 -2.27278  -0.09
H 2.21124 0.20703 2.60022  0.15
H 2.98223 -2.96812 -0.40136  0.21
H -0.16670 0.63051 2.08052  0.23
C 2.16127 -3.03730 -1.10568  -0.62
H -0.27012 2.79055 0.98676  0.34
C -2.15290 1.08919 1.44554  -0.47
P -1.58104 0.80507 -2.01720  0.63
H 4.18388 -0.42948 0.50671  0.20
H -4.71638 -1.70817 1.23861  0.15
P 1.59417 1.70814 -2.37990  0.89

=====

C9H27Cl3MnO12P3 | the ωB97M-V functional and the def2-TZVPD basis

Values from the calculation:
- HOMO level (spin up / spin down): -0.2009 / -0.2012 Eh
- Expectation value of S²: 8.756
- Charge: -1
- Relative energy (zero: lowest compared OMol25 entry of this formula, charge and spin): 824.1 kJ/mol
- 2S+1: 6
- E_tot: -4817.847804 hartree
- Orbital gap (spin up / spin down): 0.221 / 0.230 hartree

Each line ends with the natural charge from an NBO analysis.
Positions of all 55 atoms, in Å:
H 2.48325 -2.53028 -5.52495  0.18
C -2.21589 -2.06808 5.11994  -0.26
H 3.47783 -3.47790 -4.31791  0.20
H -1.37234 4.86277 -2.03977  0.18
C -1.45106 4.54534 -0.99999  -0.25
O -0.64798 -1.96598 -3.48419  -0.81
H 2.72399 -1.99066 -3.82144  0.21
H -3.12662 -2.66561 5.16026  0.18
C 2.60723 -2.84465 -4.48866  -0.25
H -1.68080 -1.50508 -5.20690  0.20
H -3.85676 -3.26502 1.11513  0.18
O -3.05146 0.85029 2.56674  -0.79
C 0.19307 -5.36763 -1.87630  -0.25
O -1.00590 -0.83186 2.49232  -1.09
O 1.60227 2.39992 0.29244  -1.08
H -1.44733 -2.49932 4.47850  0.22
Cl 2.73399 -3.94942 3.02062  -0.85
H -2.74860 2.92129 2.66744  0.19
Cl 3.00809 0.88091 4.62189  -0.86
H 2.40374 6.28230 0.82824  0.17
P 0.47039 -2.93547 -2.87098  2.54
P 0.92910 3.67049 -0.21156  2.54
H 1.87863 5.78541 2.46000  0.20
O 1.16918 -2.36413 -1.68579  -1.08
H 3.05465 4.78688 1.43173  0.21
O -0.63685 3.48232 -0.72661  -0.76
H -2.32829 -3.47032 1.91204  0.19
H -1.54736 1.98294 3.53175  0.21
O 1.01236 4.90782 0.87753  -0.84
H -1.91578 -1.97663 6.16381  0.20
O -0.39146 -4.26142 -2.39083  -0.80
C 2.17770 5.43292 1.47288  -0.24
H -1.26519 5.35950 -0.29949  0.19
H -2.66328 -2.04431 0.81890  0.19
O 1.41803 -3.49090 -4.10409  -0.82
H 3.45764 5.40506 -1.69396  0.18
H 0.35069 -5.12765 -0.82480  0.20
O 1.68312 4.36122 -1.43558  -0.83
O -3.43915 -1.82011 2.60034  -0.81
C -3.04435 -2.71447 1.58946  -0.25
H -0.89783 -3.00958 -5.14694  0.19
Mn 2.64419 -0.91000 1.62522  1.58
H -2.46534 4.23329 -0.75107  0.19
H 3.33805 3.84975 -2.51015  0.19
H 1.13439 -5.66538 -2.33822  0.18
Cl 5.78073 -0.84575 -0.12311  -0.87
H -3.16421 2.10261 4.17310  0.18
C 3.07880 4.38751 -1.59817  -0.26
C -2.59886 2.00961 3.24583  -0.26
H -2.40110 -2.88095 -4.13432  0.20
O -2.57526 -0.74198 4.63704  -0.81
P -2.40751 -0.59137 3.00498  2.52
H -0.54972 -6.16392 -1.92421  0.18
H 3.62216 3.83678 -0.83034  0.21
C -1.53680 -2.36104 -4.54759  -0.25

=====

C9H27ClInNO10P3 | the ωB97M-V functional and the def2-TZVPD basis

Values from the calculation:
- HOMO level: -0.1586 Eh
- Charge: -1
- Relative energy (zero: lowest compared OMol25 entry of this formula, charge and spin): 259.0 kJ/mol
- E_tot: -2840.510788 hartree
- Orbital gap: 0.127 hartree

Each line ends with the Löwdin charge.
Positions of all 52 atoms, in Å:
C -4.08548 -4.48546 -1.78513  -0.15
H 1.32030 3.51215 2.57587  -0.07
H -2.35242 1.65300 2.30068  0.12
C 7.47982 -1.85819 4.28502  -0.14
H 2.82372 -0.91689 2.71509  -0.04
H 1.02382 0.66870 -1.20248  -0.12
H 4.11475 -2.04423 3.16848  0.08
C 3.82412 -0.99245 3.15168  -0.13
O -4.34669 -2.99393 -4.35228  -0.25
In 0.37662 1.19496 0.37901  0.20
C -1.82466 1.68115 0.08011  -0.32
H 7.35551 -2.20941 5.31028  0.08
O -3.96406 -1.84607 -2.04955  -0.25
P 6.31569 -0.59113 2.27373  0.74
O 4.72191 -0.20478 2.36469  -0.24
O 7.17297 0.60892 2.67502  -0.28
H -1.47819 3.13972 1.70824  0.07
N 0.66162 4.61347 0.47748  -0.47
H 2.86507 3.47146 0.75210  -0.09
O 6.28890 -1.18189 3.89179  -0.28
C -5.73893 0.26054 -3.13600  -0.13
H -4.34990 -5.53018 -1.60354  0.08
H -3.91830 3.29703 -0.64515  0.10
Cl 0.60293 -0.69011 1.96529  -0.13
H 8.33618 -1.18004 4.24896  0.08
H -1.87484 2.43949 -0.78348  0.04
O -5.02416 -0.76442 -3.82734  -0.28
H -6.78511 -0.02770 -3.01709  0.08
P -5.04088 -2.29164 -3.03439  0.75
P 1.47444 3.35930 1.14428  0.45
H -5.29011 0.44887 -2.15775  0.08
C -2.31288 2.40908 1.44293  -0.20
H 0.25585 5.18911 1.23913  -0.08
H -3.24990 -4.44714 -2.48627  0.09
H -4.52285 -3.34561 -6.36565  0.09
O -4.19425 3.69107 2.30921  0.05
H -5.68658 1.17627 -3.72598  0.09
H -3.92133 -1.73376 -5.92939  0.09
C -3.74566 3.09405 1.32181  -0.42
O 6.32048 -0.19398 0.60744  -0.32
C -4.63608 -2.51579 -5.66310  -0.13
O -5.22924 -3.83668 -2.31913  -0.32
O -4.44761 2.93662 0.09331  0.01
H -3.80567 -4.03797 -0.82972  0.08
C 6.29390 1.17324 0.23072  -0.14
H 7.27576 1.62790 0.37748  0.08
H -5.65532 -2.13458 -5.74128  0.08
H 3.79208 -0.59481 4.16926  0.09
H -2.45871 0.78043 -0.19170  0.04
H 5.53072 1.71851 0.78886  0.08
H 6.05659 1.22005 -0.83472  0.09
H 7.65605 -2.71622 3.63316  0.08

=====

C9H27FNaO12P3 | the ωB97M-V functional and the def2-TZVPD basis

Values from the calculation:
- HOMO level: -0.3489 Eh
- Charge: 0
- Relative energy (zero: lowest compared OMol25 entry of this formula, charge and spin): 0.0 kJ/mol
- E_tot: -2548.568907 hartree
- Orbital gap: 0.351 hartree

Each line ends with the natural charge from an NBO analysis.
Positions of all 53 atoms, in Å:
P 13.74896 -1.79484 -3.09646  2.59
H 16.71005 -1.68131 -1.39386  0.21
H 18.94809 3.18591 -1.59794  0.19
O 14.92943 -2.34324 -2.20912  -0.82
C 13.56475 1.19069 2.84475  -0.24
O 16.23213 2.33293 2.35298  -1.17
C 13.94976 0.67896 -2.27371  -0.28
H 13.40149 0.24698 -1.42893  0.18
H 15.47656 7.02707 -0.38810  0.19
O 13.76365 2.62791 2.91180  -0.83
H 15.37681 6.49488 3.63141  0.19
O 14.06506 -0.26615 -3.33028  -0.84
O 14.78029 3.96099 1.02991  -0.83
P 18.36411 5.40970 0.36746  2.60
H 15.31034 -0.92116 -5.21249  0.20
H 12.48912 1.03681 2.83365  0.20
H 15.86334 -2.63419 -5.36665  0.18
H 14.54659 5.97081 2.14480  0.20
Na 17.92253 1.69249 0.84689  0.98
H 17.12184 7.59991 -0.72323  0.20
H 15.04992 3.35194 -0.91878  0.20
H 19.76832 6.09151 2.50837  0.21
O 13.95202 -2.36649 -4.56105  -0.82
C 15.01770 -1.94654 -5.42086  -0.25
O 19.27926 6.66840 0.53735  -0.81
H 16.84359 -2.58524 -2.91451  0.17
C 18.15538 3.91614 -1.77998  -0.26
H 16.36503 7.94188 0.83230  0.18
P 15.10606 3.27937 2.41188  2.62
H 13.94866 0.74147 3.75650  0.19
H 14.93989 1.01892 -1.97732  0.24
H 19.61080 7.82782 2.22060  0.18
O 16.88912 5.96229 0.61466  -0.82
C 14.70523 5.76018 3.19848  -0.24
H 14.65443 -2.01315 -6.44732  0.19
H 17.21647 3.49091 -1.43191  0.21
O 18.47796 5.17364 -1.16709  -0.83
H 16.28928 -0.82357 -2.75798  0.22
H 14.41666 2.11011 0.11616  0.20
H 13.31421 1.49742 -2.62042  0.18
H 18.16758 4.07909 -2.85386  0.20
C 19.93692 6.88315 1.78092  -0.26
H 13.34167 3.44886 -0.36083  0.19
H 21.00750 6.97710 1.59399  0.19
H 13.75590 5.75451 3.73176  0.19
O 15.35192 4.48636 3.36487  -0.81
H 14.02588 0.79083 1.94908  0.20
C 16.46348 7.19437 0.04306  -0.25
O 12.43949 -2.09267 -2.56728  -1.09
F 16.99707 1.07272 -1.15250  -0.97
C 14.36081 3.17816 -0.09670  -0.25
O 18.63161 4.27443 1.25484  -1.14
C 16.25925 -1.84463 -2.37512  -0.28